The following is a quantum chemistry calculation of C34H45CdF4N2O2S5SbSi3 as an isolated structure, from OMol25.

Last column: Mulliken charge in e.
Positions of all 97 atoms, in Å:
Sb 1.5139 0.2436 0.0630  -0.0489
Cd -1.4401 -1.8697 0.1557  1.7930
S 0.9504 -0.5529 -3.6857  0.0063
S 3.8023 -4.1838 -7.3171  -0.3569
S 3.5395 -1.2289 -7.1090  -0.1729
S 2.6819 1.3942 -6.0030  -0.1424
S 2.1367 -2.8293 -5.2318  -0.0214
Si 1.5870 3.4028 -0.7001  0.3667
Si 0.6292 2.9274 2.2808  0.1805
Si 1.6523 -3.0534 0.5782  0.5313
F -2.6863 -6.0816 3.4089  -0.3309
F -1.5354 -4.2667 3.6576  -0.1393
F -3.4572 -4.4572 4.6219  -0.3154
F -6.3047 -1.2302 -3.8142  -0.3744
O -4.7150 -4.4091 2.1982  -0.7032
O -2.7591 -3.5254 1.4383  -0.6721
N -1.4797 1.0546 0.3715  0.9090
N -1.0920 -1.1673 2.6105  0.1824
C -2.9164 -1.1217 -2.5339  0.3790
C 1.3972 5.2658 -0.4152  -1.1584
C 2.2908 3.6027 2.8415  -1.0527
C 0.0440 1.6610 3.5132  -0.5711
C 1.9515 -3.2251 -1.2508  -0.9605
C -3.5080 -4.1534 2.2271  0.2335
C -0.8226 -1.4431 4.9723  -0.6244
C 0.6592 -4.5276 1.1828  -1.0252
C 1.0499 -1.6931 3.4994  -0.8576
C -3.0713 -1.6444 -1.2452  -1.2044
C 0.2127 -1.4403 2.3995  -0.0460
C 2.6241 -0.3527 -5.9018  -0.1528
C 0.5267 -1.7038 4.7807  -0.8317
C 0.6419 -1.5396 0.9776  0.6799
C -4.3656 -2.0140 -0.8596  0.4106
C -3.5778 1.9816 -0.3209  -1.5135
C 3.0333 0.4070 1.6149  -1.4012
C 0.9703 1.7937 -6.4434  -0.6352
C -2.9458 3.1811 -0.6134  -0.8863
C 3.1907 -2.8189 -6.5881  0.0626
C -1.5846 -1.1751 3.8491  -0.7732
C -0.5807 4.3573 2.5068  -1.3215
C 3.3600 -3.2911 1.3670  -1.2667
C -1.5910 3.3075 -0.3754  -0.4226
C -2.7976 0.9533 0.1694  -1.1119
C 1.0849 3.0549 -2.4579  -0.7067
C -0.8606 2.2199 0.1380  -1.9713
C -3.9965 -0.9722 -3.4051  -0.7975
C 1.9323 -1.0848 -4.9713  -0.2927
C -5.2453 -1.3568 -2.9700  0.6197
C 3.4327 3.1033 -0.5338  -1.2271
C 0.6089 2.3174 0.5067  2.7255
C -2.7823 -4.7328 3.4827  0.7044
C -5.4601 -1.8707 -1.7100  -0.9162
H 1.0110 -3.2831 -1.8070  0.2797
H 3.7020 -0.4496 1.5192  0.1497
H 1.6255 3.7108 -3.1526  0.4332
H -0.8835 1.1976 3.1562  -0.0072
H 2.5738 0.3883 2.6086  0.3695
H 0.5204 5.6758 -0.9322  0.3684
H 2.1007 -1.8999 3.3295  0.3877
H -4.6376 1.8383 -0.4862  0.4580
H 1.1906 -5.4717 1.0042  0.5048
H -3.8669 -0.5723 -4.4043  0.4420
H 2.2083 3.8991 3.8958  0.4378
H -6.4594 -2.1639 -1.4095  0.4524
H 2.5266 -4.1405 -1.4446  0.3865
H 0.7679 0.8536 3.6747  -0.0135
H -4.5291 -2.4527 0.1190  0.2650
H 3.6177 1.3205 1.4951  0.4460
H 3.7930 3.3063 0.4827  0.3453
H -0.5546 4.6887 3.5530  0.3585
H 0.8995 2.8834 -6.4742  0.2775
H -0.3584 5.2218 1.8702  0.2908
H 2.5930 4.4856 2.2628  0.2235
H -0.3153 -4.5854 0.6851  0.2013
H 3.6929 2.0701 -0.7928  0.2741
H 1.3140 2.0162 -2.7351  -0.0789
H -1.6043 4.0352 2.2811  0.3494
H -3.2421 -0.0054 0.4090  1.1255
H 3.8676 -4.1033 0.8321  0.4264
H -1.0887 4.2473 -0.5714  0.2400
H 2.2846 5.7709 -0.8184  0.4514
H 2.5105 -2.3780 -1.6645  0.2376
H 0.4593 -4.4431 2.2578  0.1830
H 1.1668 -1.9191 5.6286  0.3962
H 3.0880 2.8562 2.7659  0.3445
H 0.3103 1.3963 -5.6714  0.0954
H -1.9364 -0.8226 -2.8914  0.2414
H 3.9983 -2.4029 1.2946  0.3680
H -3.5076 4.0145 -1.0177  0.4332
H 3.9688 3.7652 -1.2255  0.4800
H 0.7274 1.3725 -7.4184  0.3191
H -0.1565 2.1431 4.4785  0.5728
H 1.3169 5.5297 0.6453  0.2565
H -2.6475 -0.9686 3.9376  0.3995
H -1.2747 -1.4670 5.9561  0.4466
H 3.2905 -3.5746 2.4261  0.2760
H 0.0088 3.2045 -2.6082  0.3273

The net charge is -2. Its HOMO energy is -2.3 eV. The spin multiplicity is 1. For the max |F|, the calculation gives 0.013 hartree/bohr. As for the total energy: -5249.6546 Ha. The value obtained for the HOMO-LUMO gap is 6.17 eV. The energy above the lowest of the compared OMol25 structures with the same formula, charge and spin comes out at 0.0 kJ/mol.